Entry 1:
Entry from the Open Molecules 2025 dataset: 2 unconnected molecules or ions with the total composition C18H29F2N3O5Si in a non-equilibrium geometry (wB97M-V/def2-TZVPD).

Each line ends with the natural charge from an NBO analysis.
Atoms and positions in Å:
C -3.718883 0.445184 -1.971107  -0.742
C -3.095161 -0.090381 -3.290091  0.788
O -3.591650 -1.046167 -3.822558  -0.528
O -1.999343 0.496726 -3.945803  -0.530
C -0.797534 0.285086 -3.181112  -0.085
C -0.276052 -1.196683 -3.340146  -0.484
C 1.281202 -1.340203 -3.491550  -0.233
N 2.108675 -0.601394 -2.501758  -0.697
C 2.358907 -1.336850 -1.296103  0.783
N 3.693741 -1.738000 -0.994839  -0.853
N 1.404974 -1.613105 -0.469510  -0.510
C 1.534704 -2.322231 0.827668  0.831
F 0.243152 -2.740181 1.138569  -0.316
F 2.287125 -3.457062 0.779758  -0.295
C 1.972528 -1.278657 1.906705  -0.481
C 0.796219 -0.692759 2.779487  -0.906
Si -0.297968 0.578884 1.883026  1.592
C -1.671302 -0.321751 0.865111  -1.118
C -1.253076 1.499436 3.260617  -1.121
C 0.651861 1.859687 0.843515  -0.398
C 2.042934 2.258958 1.022260  -0.259
C 2.714099 3.281842 0.200485  -0.217
C 1.976787 3.969600 -0.865636  -0.224
C 0.580326 3.564580 -1.046985  -0.227
C -0.081519 2.545807 -0.246879  -0.253
H -4.087740 -0.393677 -1.330756  0.263
H -4.619961 1.076208 -2.207749  0.263
H -3.026155 1.086586 -1.367106  0.218
H -1.018969 0.506055 -2.096652  0.185
H -0.016268 1.042226 -3.475543  0.193
H -0.698456 -1.802448 -2.483301  0.202
H -0.780471 -1.615593 -4.257860  0.269
H 1.553973 -2.431501 -3.554240  0.222
H 1.543136 -0.912114 -4.501666  0.228
H 1.781259 0.353052 -2.328857  0.421
H 4.350829 -0.956365 -1.112003  0.416
H 3.961303 -2.391048 -1.749707  0.411
H 0.463509 -1.273548 -0.714204  0.474
H 2.685199 -1.798077 2.602298  0.254
H 2.524183 -0.407548 1.467790  0.216
H 1.288107 -0.145341 3.637413  0.261
H 0.162104 -1.486828 3.280724  0.340
H -1.401835 -0.467287 -0.216206  0.175
H -1.837677 -1.298047 1.392463  0.280
H -2.639185 0.250148 0.924527  0.258
H -0.953079 1.113086 4.274882  0.299
H -2.354231 1.268320 3.181284  0.265
H -1.158563 2.612966 3.203350  0.230
H 2.663888 1.808237 1.827400  0.217
H 3.781688 3.527921 0.423066  0.224
H 2.466252 4.756534 -1.487201  0.233
H -0.015082 4.076924 -1.835760  0.221
H -1.148936 2.297217 -0.474713  0.219
C -2.309757 -1.532643 4.947780  0.935
O -1.238041 -2.201341 4.855932  -0.864
O -3.402919 -2.251976 4.496900  -0.755
O -2.511360 -0.383231 5.354151  -0.767
H -2.871495 -3.037232 4.280439  0.477

Force components x, y, z for each atom (eV/Å):
0.36 0.83 0.17
-0.99 -1.02 -0.24
0.19 0.55 0.21
0.15 0.07 1.47
0.61 0.12 0.72
-0.55 -0.10 0.12
-0.98 0.13 -1.43
-0.01 -0.92 0.99
0.75 1.09 -0.50
-0.80 -0.25 -0.51
0.26 -0.65 -1.00
-1.05 0.22 2.56
1.47 0.27 -1.05
-0.62 1.48 -0.62
0.59 -0.26 1.16
0.62 -0.10 -0.11
-1.48 0.19 1.59
0.14 0.12 0.00
-0.41 0.06 0.11
0.93 1.54 -2.19
-0.34 1.05 -1.29
-2.03 -0.38 -0.41
-0.80 -2.15 1.91
0.66 -0.31 0.65
2.30 0.48 0.36
0.52 0.55 -0.77
0.93 -0.60 -0.06
-0.58 -0.56 -0.60
0.30 -0.20 -0.97
-0.93 -0.67 -0.13
0.56 0.41 -0.80
0.65 0.37 0.85
-0.05 1.12 0.39
-0.15 -0.39 1.04
0.00 -0.32 0.08
-0.58 -0.03 -0.09
-0.03 0.10 0.53
0.27 -0.28 0.34
-0.56 0.25 -0.79
-0.33 -1.04 -0.03
-0.44 -0.49 -0.87
0.50 0.80 -0.45
-0.44 -0.18 0.75
0.10 0.75 -0.64
1.03 -0.48 -0.16
-0.33 0.45 -0.93
1.10 0.13 0.13
0.11 -0.85 0.10
-0.65 0.30 -0.59
-1.13 -0.21 -0.28
-0.64 -0.82 0.61
0.51 -0.46 0.66
1.10 0.28 0.36
0.47 0.80 0.46
0.32 0.34 -0.17
0.07 -0.49 -0.28
0.12 -0.29 -0.16
-0.78 -0.33 -0.17

## Properties
Lowest unoccupied orbital energy, hartree: -0.0871
Orbital gap, eV: 4.4895
Max |F|, eV/Å: 3.0

=====

Entry 2:
Entry from the Open Molecules 2025 dataset: a molecular structure, C30H40CaN10O2S3 (wB97M-V/def2-TZVPD).

Each line ends with the Mulliken charge.
Atoms and positions in Å:
Ca 0.299701 0.282703 0.352312  2.504
N 1.235144 2.663630 -0.142212  -0.147
C 0.987971 3.783314 0.778513  -1.191
C -0.354791 3.621830 1.469791  -1.204
N -0.512833 2.366846 2.209960  1.146
C 0.312152 2.325995 3.420577  -1.030
C 1.669415 1.659018 3.236717  -0.935
N 1.487024 0.351772 2.621812  -0.337
C -1.934178 2.152480 2.512856  -1.218
C -2.697434 1.552842 1.347040  -0.527
N -2.177872 0.207692 1.066811  -0.275
H 2.178996 2.713444 -0.509383  0.205
H 0.593193 2.785779 -0.927390  -0.286
H 0.969457 4.745784 0.255986  0.572
H 1.800470 3.835730 1.503181  0.295
H -1.124793 3.663687 0.699941  0.648
H -0.510846 4.483322 2.140229  0.340
H -0.225690 1.747288 4.175013  0.660
H 0.453138 3.333415 3.839189  0.161
H 2.154035 1.617945 4.220424  0.518
H 2.318604 2.244835 2.587460  0.375
H 0.943050 -0.268401 3.218231  -0.041
H 2.360884 -0.120907 2.420991  0.253
H -2.418051 3.087977 2.830832  0.270
H -2.004212 1.455325 3.350133  0.619
H -2.589833 2.155513 0.444440  0.168
H -3.763152 1.545291 1.600186  0.524
H -2.654497 -0.188693 0.264255  0.247
H -2.358723 -0.397740 1.864387  -0.025
N -0.064648 2.903450 -8.002624  -0.588
C -0.462351 2.731307 -6.682484  1.098
C -1.678337 2.112208 -6.382668  -0.820
C -2.096786 1.979057 -5.072746  -0.334
C -1.309492 2.465390 -4.038170  -0.371
C -0.112678 3.105979 -4.327687  -0.346
C 0.314010 3.234982 -5.636369  -0.881
S -1.825377 2.297185 -2.354413  1.260
O -3.262240 2.220422 -2.338092  -0.783
O -1.203049 3.408108 -1.648052  -0.899
N -1.126610 0.997280 -1.728025  0.397
C -1.440590 -0.245818 -2.160873  -0.492
N -2.156112 -0.471791 -3.277770  -0.336
C -2.306862 -1.732293 -3.648142  -0.459
C -1.758923 -2.803121 -2.955382  -1.312
C -1.068087 -2.475536 -1.802177  -0.275
N -0.931443 -1.229687 -1.379142  0.595
H -0.468619 2.265414 -8.667979  0.216
H 0.920028 3.050038 -8.149982  0.216
H -2.299153 1.741772 -7.190088  0.305
H -3.034403 1.499114 -4.834006  0.474
H 0.471195 3.531229 -3.521204  0.384
H 1.241569 3.750238 -5.858276  0.335
H -2.889316 -1.895210 -4.550451  0.429
H -1.865397 -3.823156 -3.292028  0.451
H -0.583964 -3.236038 -1.195928  0.570
C 2.328528 0.184329 -3.980019  -1.042
C 2.814237 -1.105450 -4.121875  -0.586
C 2.791200 -1.956906 -3.034843  -1.185
C 2.283413 -1.524409 -1.803426  0.329
N 1.810471 -0.274256 -1.683510  0.261
C 1.839528 0.538672 -2.738718  0.051
C 2.246555 -2.405797 -0.591766  0.421
C 2.903022 -3.642040 -0.646797  -0.791
C 2.955474 -4.475759 0.456804  -0.935
C 2.374793 -4.054967 1.641257  -1.053
C 1.726456 -2.825328 1.677702  0.362
C 1.593759 -1.950588 0.581110  0.221
H 2.304585 0.888123 -4.800334  0.501
H 3.203520 -1.450252 -5.071718  0.424
H 3.159986 -2.962305 -3.157320  0.315
H 1.413057 1.522460 -2.588602  0.247
H 3.400447 -3.978915 -1.546250  0.259
H 3.463510 -5.430012 0.392297  0.400
H 2.426270 -4.677021 2.528434  0.459
H 1.278457 -2.544228 2.632883  0.119
S -1.343681 -1.489491 4.017953  -0.364
C -1.818344 -2.737252 3.030676  0.352
N -1.374838 -3.012401 1.811378  0.827
C -1.984828 -4.120120 1.094026  -0.554
C -2.628285 -5.009922 2.152029  -0.650
S -3.061150 -3.883636 3.511386  -0.136
H -0.581003 -2.512453 1.412044  -0.710
H -1.216876 -4.655824 0.535542  0.340
H -2.730493 -3.741249 0.388887  0.209
H -1.929330 -5.756973 2.524589  0.342
H -3.523334 -5.503373 1.782461  0.444

Force components x, y, z for each atom (eV/Å):
0.03 0.08 -0.09
-0.01 0.01 0.03
0.02 -0.01 -0.02
-0.01 0.00 0.02
0.01 -0.01 -0.04
-0.01 0.02 0.02
0.03 0.00 0.01
0.01 -0.05 -0.04
0.00 0.02 0.01
-0.01 0.00 0.01
-0.03 -0.06 0.02
-0.01 -0.01 0.00
-0.01 0.00 0.00
0.00 0.00 0.00
-0.01 0.00 0.01
0.01 0.00 0.00
0.00 -0.01 0.00
0.01 0.00 0.00
0.00 0.00 0.00
0.01 0.00 -0.01
0.00 0.01 0.00
-0.01 0.00 -0.02
0.01 0.01 0.03
0.00 0.00 -0.01
0.00 0.00 -0.01
0.01 0.01 0.01
0.00 0.00 -0.01
0.00 0.02 0.00
0.02 0.04 -0.01
0.00 0.00 -0.01
0.00 0.00 0.02
0.02 0.01 -0.02
-0.03 -0.01 0.02
0.01 0.00 0.00
0.01 0.01 0.05
0.00 0.00 -0.03
0.10 0.08 -0.02
-0.02 -0.01 0.02
-0.04 -0.02 -0.05
-0.08 -0.05 0.08
-0.01 0.02 -0.09
-0.01 -0.01 0.00
0.02 -0.01 0.04
-0.01 0.01 -0.02
0.05 -0.02 0.01
-0.03 0.00 -0.04
0.00 0.00 0.00
0.00 0.00 0.01
-0.01 0.00 0.00
0.00 0.00 -0.01
0.01 0.00 -0.01
0.00 0.00 0.01
0.00 -0.01 -0.01
0.00 0.00 0.00
0.00 0.01 0.00
-0.02 -0.01 -0.01
0.00 -0.02 0.03
-0.03 0.01 -0.06
0.00 -0.09 0.01
0.09 0.08 0.10
-0.06 0.03 0.01
0.05 0.06 0.02
-0.01 0.04 -0.03
0.04 -0.04 0.00
-0.01 -0.01 0.03
-0.06 0.10 -0.01
-0.08 -0.22 0.00
-0.01 0.01 0.01
0.00 0.00 0.00
-0.01 -0.03 0.03
0.03 0.01 0.00
0.02 0.02 -0.03
0.01 0.00 0.01
0.00 0.00 0.01
0.02 -0.01 0.02
0.02 -0.02 0.00
-0.05 0.02 0.06
0.05 -0.06 -0.02
-0.02 0.00 -0.03
-0.01 0.01 0.01
0.03 0.02 -0.03
0.02 0.04 0.02
-0.02 -0.01 0.01
0.00 0.00 0.00
0.00 -0.01 0.00
0.01 -0.01 -0.01

## Properties
Lowest unoccupied orbital energy, hartree: 0.0174
Energy relative to the best compared isomer or geometry (same formula, charge and spin), kcal/mol: 0.00
Orbital gap, eV: 7.8931
Max |F|, eV/Å: 0.2

=====

Entry 3:
Entry from the Open Molecules 2025 dataset: 2 unconnected molecules or ions with the total composition CH3ClOS2 in a non-equilibrium geometry (wB97M-V/def2-TZVPD).

Each line ends with the natural charge from an NBO analysis.
Atoms and positions in Å:
C -0.035976 -0.161678 0.323892  -0.785
O -0.970512 -3.698849 -2.415325  -0.735
S -1.515312 -1.070438 0.738175  0.111
S -2.049245 -2.681946 -2.374433  1.013
Cl -1.220683 -0.886110 -3.207973  -0.280
H 0.835439 -0.579258 0.646665  0.230
H 0.028799 0.766258 0.769915  0.209
H -0.056840 0.114519 -0.648756  0.239

Force components x, y, z for each atom (eV/Å):
-2.09 -0.08 1.72
-1.24 0.95 0.13
0.12 -0.08 0.00
1.78 -0.05 -0.53
-0.54 -0.86 0.43
2.36 -2.06 0.25
-0.57 2.18 1.53
0.18 0.00 -3.54

## Properties
Lowest unoccupied orbital energy (alpha / beta), hartree: -0.0625 / -0.0772
Energy relative to the best compared isomer or geometry (same formula, charge and spin), kcal/mol: 55.59
Orbital gap (alpha / beta), eV: 7.7253 / 6.7739
Max |F|, eV/Å: 3.5

=====

Entry 4:
Entry from the Open Molecules 2025 dataset: a molecular structure, C7H9N5 in a non-equilibrium geometry (wB97M-V/def2-TZVPD).

Each line ends with the natural charge from an NBO analysis.
Atoms and positions in Å:
C 1.116976 -1.287164 0.515201  0.251
C 0.393630 2.047278 0.862647  -0.196
C -1.023662 1.858736 0.754907  -0.339
C 1.218168 1.302097 0.108608  -0.226
C -1.494026 1.006185 -0.178197  0.047
C 0.693934 0.193241 -0.692005  0.037
C -1.222743 -0.456067 -2.090780  -0.398
N 2.107761 -2.135819 0.450711  -0.364
N 0.375700 -1.584279 1.604679  -0.417
N 1.972472 -2.942529 1.505495  -0.072
N 0.961124 -2.642021 2.202020  -0.080
N -0.667844 0.258716 -0.967505  -0.414
H 0.769411 2.817527 1.515514  0.222
H -1.695240 2.438997 1.362309  0.227
H 2.288542 1.420627 0.141771  0.230
H -2.549862 0.899855 -0.377586  0.209
H 1.304382 -0.128116 -1.526589  0.231
H -0.421832 -0.911883 -2.665172  0.220
H -1.906061 -1.243274 -1.761498  0.204
H -1.770297 0.232525 -2.738365  0.205
H -0.450532 -1.144630 1.973834  0.423

Force components x, y, z for each atom (eV/Å):
-1.37 2.06 -1.96
0.32 -0.13 -0.44
-0.30 -0.22 0.02
-0.10 0.54 0.12
-0.13 0.28 0.39
1.08 -2.20 2.25
-0.28 -0.18 -0.16
0.00 0.70 -0.77
0.79 -0.11 -0.65
0.49 -0.89 0.55
-0.80 -0.07 0.94
0.17 0.33 -0.27
0.15 0.09 0.05
-0.19 0.01 0.01
0.13 0.02 0.00
-0.08 -0.06 -0.03
-0.05 0.03 -0.06
0.02 -0.03 0.00
0.05 -0.04 -0.03
0.02 -0.08 -0.02
0.08 -0.06 0.04

## Properties
Lowest unoccupied orbital energy, hartree: 0.0188
Energy relative to the best compared isomer or geometry (same formula, charge and spin), kcal/mol: 76.63
Orbital gap, eV: 8.4412
Max |F|, eV/Å: 3.3

=====

> Which of these has the highest max |F|?

CH3ClOS2

=====

> Which value of max |F| does entry 3 give?

3.5 eV/Å

=====

> Which of these has the lowest max |F|?

C30H40CaN10O2S3